Arrangement a

Computed, not measured: an isolated molecule of C4H5ClN2, with ωB97M-V/def2-TZVPD.

```
12
C4H5ClN2 (ωB97M-V/def2-TZVPD)
C -0.510 0.610 -0.678
C -1.128 1.157 0.546
C 0.507 -0.192 -0.750
C 1.374 -1.181 -1.129
N 0.267 -0.190 1.861
N -0.595 0.523 1.588
Cl -2.006 0.757 3.105
H -0.925 1.110 -1.657
H -1.791 1.961 0.742
H 1.570 -1.630 -0.241
H 1.010 -2.067 -1.670
H 2.226 -0.858 -1.718
```

Its charge is 0. The calculation puts the LUMO energy (alpha / beta) at -2.02 / -2.15 eV. Its orbital gap (alpha / beta) is 6.18 / 6.04 eV. The calculation puts the HOMO energy (alpha / beta) at -0.301 / -0.301 hartree.



Arrangement b

Computed, not measured: an isolated molecule of C4H5ClN2, with ωB97M-V/def2-TZVPD.

```
12
C4H5ClN2 (ωB97M-V/def2-TZVPD)
Cl -1.105 1.883 0.905
C -0.481 0.701 -0.168
C -0.610 -0.815 0.018
C 0.068 -1.859 -0.877
N 1.196 -1.609 -1.300
N 1.667 -0.652 -0.301
C 0.632 -0.230 0.506
H -0.093 1.383 -1.087
H -1.302 -1.504 0.607
H -0.403 -2.808 -1.401
H 2.240 -0.074 -0.807
H 0.650 0.036 1.633
```

Its charge is 0. As for the SMILES: Cl[C@@H]1[C@H]2C=NN[C@@H]12. The calculation puts the LUMO energy at 1.00 eV. Its orbital gap is 9.65 eV. The calculation puts the HOMO energy at -0.318 hartree.



Most stable structure, least stable structure: arrangement b, arrangement a.



Arrangement a

Computed, not measured: a cluster of 2 separate species, C4H13NSi in total, with ωB97M-V/def2-TZVPD.

```
19
C4H13NSi (ωB97M-V/def2-TZVPD)
C 0.256 -2.554 -0.354
N 0.030 -1.421 -1.303
Si -1.633 -1.059 -1.571
H -0.003 -3.519 -0.644
H 1.329 -2.492 -0.129
H -0.172 -2.377 0.655
H 0.702 -1.535 -2.017
H -1.730 0.455 -1.765
H -2.429 -1.825 -2.528
H -2.188 -1.198 -0.252
C 1.261 0.667 1.570
C 0.114 1.257 1.816
C -0.454 2.488 1.246
H 1.358 -0.317 2.075
H 2.184 0.969 1.121
H -0.614 0.678 2.384
H 0.162 3.222 0.745
H -1.109 2.357 0.421
H -1.124 3.007 1.971
```

Its charge is 0. As for the SMILES: CN[SiH3].C=CC. The calculation puts the LUMO energy at 1.01 eV. Its orbital gap is 10.29 eV. The calculation puts the HOMO energy at -0.341 hartree.



Arrangement b

Computed, not measured: a cluster of 2 separate species, C4H13NSi in total, with ωB97M-V/def2-TZVPD.

```
19
C4H13NSi (ωB97M-V/def2-TZVPD)
C 1.383 -0.865 0.973
C 1.955 0.894 -0.841
C -0.686 -0.402 -1.016
C 0.912 0.306 0.134
N -2.332 0.977 0.746
Si -2.137 -0.607 0.159
H 1.539 -1.728 0.216
H 0.383 -1.250 1.448
H 2.151 -0.662 1.695
H 2.667 1.527 -0.363
H 1.700 1.366 -1.726
H 2.670 0.010 -1.255
H -0.607 0.350 -1.850
H -0.252 -1.254 -1.604
H 0.509 1.054 0.901
H -1.684 1.687 0.298
H -3.206 1.207 1.175
H -3.273 -1.404 -0.409
H -1.691 -1.206 1.318
```

Its charge is 0. The calculation puts the LUMO energy at 1.05 eV. Its orbital gap is 10.30 eV. The calculation puts the HOMO energy at -0.340 hartree.



Most stable structure, least stable structure: arrangement a, arrangement b.



Arrangement a

Computed, not measured: the ion C4H8N with charge +1, with ωB97M-V/def2-TZVPD.

```
13
C4H8N (ωB97M-V/def2-TZVPD)
C 1.979 -0.402 0.067
C 0.660 0.158 0.193
N -0.633 0.023 -0.242
C -1.860 -0.661 -0.314
C -0.236 1.363 0.218
H 2.065 -1.348 -0.573
H 2.295 -0.643 1.101
H 2.777 0.312 -0.259
H -1.953 -1.518 0.426
H -1.857 -1.236 -1.272
H -2.491 0.103 -0.189
H -0.623 1.654 1.256
H -0.123 2.197 -0.413
```

Its charge is +1. As for the SMILES: CC1=[N+](C)C1. The calculation puts the LUMO energy at -5.48 eV. Its orbital gap is 10.13 eV. The calculation puts the HOMO energy at -0.574 hartree.



Arrangement b

Computed, not measured: a cluster of 2 separate species, C4H8N in total, with ωB97M-V/def2-TZVPD.

```
13
C4H8N (ωB97M-V/def2-TZVPD)
C -0.066 -0.276 0.725
C -0.023 -0.623 2.027
C 0.201 1.019 -0.058
C -0.189 -0.937 -0.635
N 0.256 0.292 -1.306
H -0.189 -1.729 2.255
H -0.058 0.258 2.741
H -0.814 2.115 0.115
H 0.992 1.758 0.048
H 0.302 -1.872 -0.959
H -1.224 -1.171 -0.792
H -0.314 0.569 -2.082
H 1.267 0.279 -1.384
```

Its charge is +1. The calculation puts the LUMO energy at -3.89 eV. Its orbital gap is 10.29 eV. The calculation puts the HOMO energy at -0.521 hartree.



Most stable structure, least stable structure: arrangement a, arrangement b.



Arrangement a

Computed, not measured: the ion C4H8N with charge +1, with ωB97M-V/def2-TZVPD.

```
13
C4H8N (ωB97M-V/def2-TZVPD)
C 1.554 -0.215 0.510
N 0.315 0.371 0.083
C -0.875 0.411 0.900
C -1.836 -0.046 -0.333
C -0.559 -0.306 -1.119
H 1.860 0.396 1.421
H 1.306 -1.181 0.787
H 2.179 -0.209 -0.287
H 0.492 1.270 -0.325
H -0.895 0.833 1.930
H -2.865 -0.058 -0.334
H -0.194 -1.435 -1.072
H -0.483 0.168 -2.161
```

Its charge is +1. As for the SMILES: C[N@@H+]1C=CC1. The calculation puts the LUMO energy at -4.73 eV. Its orbital gap is 9.62 eV. The calculation puts the HOMO energy at -0.527 hartree.



Arrangement b

Computed, not measured: the ion C4H8N with charge +1, with ωB97M-V/def2-TZVPD.

```
13
C4H8N (ωB97M-V/def2-TZVPD)
C -1.358 1.104 1.000
N -0.014 0.946 0.436
C 0.503 -0.118 -0.079
C 0.133 -1.428 -0.605
C 1.420 -0.842 -0.982
H -1.499 0.184 1.432
H -1.274 1.725 1.876
H -2.059 1.589 0.170
H 0.586 1.740 0.360
H -0.715 -1.220 -1.247
H 0.202 -2.145 0.212
H 1.722 -0.407 -1.917
H 2.353 -1.128 -0.656
```

Its charge is +1. As for the SMILES: C[NH+]=C1CC1. The calculation puts the LUMO energy at -4.60 eV. Its orbital gap is 11.86 eV. The calculation puts the HOMO energy at -0.605 hartree.



Arrangement c

Computed, not measured: the ion C4H8N with charge +1, with ωB97M-V/def2-TZVPD.

```
13
C4H8N (ωB97M-V/def2-TZVPD)
C 1.227 1.128 1.417
C 0.637 -0.139 0.668
N -0.280 -0.324 -0.215
C -1.124 0.102 -1.259
C -0.869 -1.333 -1.022
H 2.282 0.865 1.609
H 1.138 2.103 1.010
H 0.731 1.219 2.404
H 1.350 -0.939 1.019
H -0.577 0.557 -2.076
H -2.220 0.510 -1.054
H -1.888 -1.820 -0.734
H -0.407 -1.930 -1.766
```

Its charge is +1. As for the SMILES: CC=[N+]1CC1. The calculation puts the LUMO energy at -4.95 eV. Its orbital gap is 11.94 eV. The calculation puts the HOMO energy at -0.621 hartree.



Most stable structure, least stable structure: arrangement b, arrangement a.



Arrangement a

Computed, not measured: a cluster of 3 separate species, C3H14NO2S2 in total, with ωB97M-V/def2-TZVPD.

```
22
C3H14NO2S2 (ωB97M-V/def2-TZVPD)
N 1.066 1.369 1.836
C 1.053 1.405 0.313
C 1.253 0.004 -0.121
S -0.119 -1.148 0.413
S -1.536 -0.245 -0.703
C -1.788 -1.165 -2.188
H 0.230 0.826 2.203
H 1.073 2.317 2.215
H 1.885 0.820 2.140
H 1.727 2.220 -0.015
H 0.126 1.949 0.009
H 1.155 0.033 -1.201
H 2.241 -0.389 0.131
H -2.791 -1.635 -2.203
H -0.997 -1.940 -2.185
H -1.547 -0.783 -3.177
H -2.318 1.338 2.408
H -1.918 -0.047 2.817
O -1.574 0.856 2.790
H 3.430 0.504 -2.682
H 3.100 -0.909 -2.365
O 2.827 -0.001 -2.117
```

Its charge is +1. The calculation puts the LUMO energy at -2.96 eV. Its orbital gap is 9.35 eV. The calculation puts the HOMO energy at -0.453 hartree.



Arrangement b

Computed, not measured: a cluster of 3 separate species, C3H14NO2S2 in total, with ωB97M-V/def2-TZVPD.

```
22
C3H14NO2S2 (ωB97M-V/def2-TZVPD)
N -1.972 1.599 0.944
C -0.588 1.352 1.253
C -0.333 -0.178 1.176
S -0.608 -0.833 -0.501
S 0.280 0.265 -1.930
C 2.124 -0.060 -2.055
H -2.113 2.324 0.183
H -2.482 1.705 1.880
H -2.427 0.753 0.490
H -0.233 1.705 2.242
H 0.056 2.009 0.580
H 0.605 -0.441 1.437
H -1.055 -0.758 1.847
H 2.413 -0.726 -1.286
H 2.667 0.805 -2.031
H 2.261 -0.709 -3.014
H -4.869 0.737 0.610
H -4.647 1.699 -0.741
O -4.363 1.365 0.108
H 5.599 -3.550 -0.398
H 4.945 -5.015 -0.227
O 4.739 -4.048 -0.565
```

Its charge is +1. The calculation puts the LUMO energy at -3.35 eV. Its orbital gap is 8.86 eV. The calculation puts the HOMO energy at -0.449 hartree.



Most stable structure, least stable structure: arrangement a, arrangement b.



Arrangement a

Computed, not measured: a structure of composition C2H5N2, with ωB97M-V/def2-TZVPD.

```
9
C2H5N2 (ωB97M-V/def2-TZVPD)
C 0.742 -0.147 -0.487
C -0.996 0.020 0.433
N -0.444 -0.735 -0.710
N 0.432 0.504 0.644
H 2.888 0.806 -1.329
H -1.473 0.838 0.115
H -1.303 -0.560 1.280
H -0.699 -1.386 -1.454
H 0.851 0.661 1.509
```

Its charge is +1. The calculation puts the LUMO energy (alpha / beta) at -7.48 / -4.71 eV. Its orbital gap (alpha / beta) is 8.32 / 11.60 eV. The calculation puts the HOMO energy (alpha / beta) at -0.581 / -0.599 hartree.



Arrangement b

Computed, not measured: the ion C2H5N2 with charge +1, with ωB97M-V/def2-TZVPD.

```
9
C2H5N2 (ωB97M-V/def2-TZVPD)
N 1.379 -0.634 -0.228
C 0.194 -0.222 0.028
C -0.804 0.654 0.658
N -1.015 -0.291 -0.424
H 2.081 -0.239 0.361
H 1.537 -1.136 -1.086
H -1.230 0.252 1.556
H -0.697 1.848 0.491
H -1.445 -0.233 -1.355
```

Its charge is +1. As for the SMILES: [NH2+]=C1CN1. The calculation puts the LUMO energy at -4.09 eV. Its orbital gap is 12.29 eV. The calculation puts the HOMO energy at -0.602 hartree.



Arrangement c

Computed, not measured: a cluster of 2 separate species, C2H5N2 in total, with ωB97M-V/def2-TZVPD.

```
9
C2H5N2 (ωB97M-V/def2-TZVPD)
C -0.936 1.419 0.836
C 1.342 -1.730 -0.318
N -0.090 0.848 0.098
N -1.436 1.166 -0.364
H -1.256 1.791 1.782
H 1.336 -1.392 0.710
H 0.424 -1.988 -0.713
H 2.224 -2.012 -0.985
H -1.608 1.899 -1.045
```

Its charge is +1. The calculation puts the LUMO energy (alpha / beta) at -6.39 / -8.67 eV. Its orbital gap (alpha / beta) is 8.71 / 4.46 eV. The calculation puts the HOMO energy (alpha / beta) at -0.555 / -0.482 hartree.



Most stable structure, least stable structure: arrangement b, arrangement c.



Arrangement a

Computed, not measured: a structure of composition C6H13N2O, with ωB97M-V/def2-TZVPD.

```
22
C6H13N2O (ωB97M-V/def2-TZVPD)
C 1.767 -0.294 0.052
C 1.380 0.931 0.058
C -0.667 -1.101 -0.214
C 2.651 -1.393 0.366
C 2.112 2.243 -0.052
C -0.840 -2.514 -0.244
N -0.949 0.088 -0.221
N -3.169 1.369 0.294
O -0.024 1.200 -0.070
H 2.380 -2.418 -0.212
H 2.587 -1.556 1.357
H 3.684 -1.094 0.179
H 3.230 2.045 0.055
H 1.834 2.865 0.716
H 1.857 2.698 -1.103
H 0.021 -3.102 -0.238
H -1.577 -2.644 -1.019
H -1.408 -2.741 0.796
H -2.035 0.748 -0.033
H -3.957 0.917 -0.137
H -3.271 2.423 -0.048
H -3.049 1.580 1.341
```

Its charge is +1. The calculation puts the LUMO energy (alpha / beta) at -3.97 / -3.71 eV. Its orbital gap (alpha / beta) is 7.82 / 8.18 eV. The calculation puts the HOMO energy (alpha / beta) at -0.433 / -0.437 hartree.



Arrangement b

Computed, not measured: the ion C6H13N2O with charge +1, with ωB97M-V/def2-TZVPD.

```
22
C6H13N2O (ωB97M-V/def2-TZVPD)
C -1.246 -0.947 0.905
C -0.785 -1.358 -0.574
C 1.151 0.116 -1.194
C -1.704 0.532 0.676
C -0.310 -0.100 -1.316
C 1.734 0.119 0.213
N 1.955 1.234 0.853
N -1.158 1.033 -0.595
O 1.925 -1.078 0.762
H -2.010 -1.510 1.399
H -0.460 -0.929 1.647
H 0.092 -2.021 -0.536
H -1.576 -1.862 -1.052
H 1.453 -0.743 -1.859
H 1.429 0.992 -1.926
H -2.773 0.494 0.529
H -1.281 1.153 1.437
H 2.323 1.340 1.840
H 1.547 2.167 0.572
H -1.891 1.378 -1.307
H -0.486 1.776 -0.593
H 2.069 -1.788 0.119
```

Its charge is +1. The calculation puts the LUMO energy at -3.66 eV. Its orbital gap is 6.93 eV. The calculation puts the HOMO energy at -0.389 hartree.



Most stable structure, least stable structure: arrangement b, arrangement a.



Arrangement a

Computed, not measured: an isolated molecule of CH3NSSi, with ωB97M-V/def2-TZVPD.

```
7
CH3NSSi (ωB97M-V/def2-TZVPD)
N -3.671 0.947 -0.915
C -3.008 0.220 -0.317
S -2.071 -0.874 0.612
Si -0.138 -0.242 -0.097
H 0.642 -0.691 0.905
H -0.279 1.221 0.162
H 0.416 -0.647 -1.294
```

Its charge is 0. As for the SMILES: N#CS[SiH3]. The calculation puts the LUMO energy at 0.42 eV. Its orbital gap is 10.66 eV. The calculation puts the HOMO energy at -0.376 hartree.



Arrangement b

Computed, not measured: an isolated molecule of CH3NSSi, with ωB97M-V/def2-TZVPD.

```
7
CH3NSSi (ωB97M-V/def2-TZVPD)
N -2.531 1.247 0.020
C -1.887 0.319 0.132
S -0.978 -1.071 -0.023
Si 1.112 -0.116 0.050
H 1.880 -0.332 1.404
H 0.801 1.136 -0.649
H 1.602 -1.183 -0.934
```

Its charge is 0. As for the SMILES: N#CS[SiH3]. The calculation puts the LUMO energy at 0.06 eV. Its orbital gap is 9.92 eV. The calculation puts the HOMO energy at -0.362 hartree.



Most stable structure, least stable structure: arrangement a, arrangement b.